# 1
ORCA calculation (ωB97M-V with the def2-TZVPD basis set) on a structure of composition C41H66B2HgO49 at a distorted geometry.

Cartesian coordinates (Å):
Hg  2.34991  3.60958  -3.23321
O  3.28580  1.52722  -3.50061
C  3.55535  0.36936  -3.13319
O  3.59305  -0.72206  -3.86634
B  4.10250  -1.85038  -3.03479
O  4.28027  -1.33645  -1.69535
C  3.98086  -0.06421  -1.68814
O  4.14639  0.65503  -0.67756
O  5.37920  -2.39642  -3.61498
C  5.21028  -3.65720  -4.01566
O  6.02555  -4.42820  -4.54949
C  3.75180  -4.00510  -3.70383
O  3.14387  -2.99222  -3.13608
O  3.36810  -5.15594  -3.77125
O  1.11653  -3.18944  1.85810
C  0.72906  -2.21645  1.29067
O  1.11016  -1.73760  0.13639
B  0.13201  -0.69188  -0.27307
O  -0.79761  -0.48782  0.90790
C  -0.44887  -1.36458  1.83551
O  -1.02006  -1.50580  2.94541
O  0.87696  0.55348  -0.62582
C  0.44179  1.00143  -1.75047
O  0.70077  2.03359  -2.30117
C  -0.53670  -0.03505  -2.37997
O  -0.57678  -1.07515  -1.50597
O  -1.00751  -0.01556  -3.54722
C  0.73168  1.97286  5.84271
O  1.28433  1.18798  4.78090
C  1.92047  0.10799  4.92267
O  2.07458  -0.51291  5.96989
O  2.34056  -0.31783  3.74192
C  3.14794  -1.54140  3.65357
H  1.50640  2.47820  6.41937
H  0.02213  1.43945  6.47527
H  0.18942  2.73873  5.28818
H  3.77804  -1.44999  4.53828
H  3.87550  -1.55752  2.84208
H  2.69874  -2.53352  3.60864
C  1.17138  0.27073  -6.12524
O  0.24397  1.23563  -6.64349
C  0.34668  2.48521  -6.10770
O  1.11233  2.90459  -5.21353
O  -0.52181  3.29682  -6.74528
C  -0.30236  4.71540  -6.89444
H  1.02396  -0.67377  -6.64897
H  1.14025  0.21703  -5.03701
H  2.22047  0.51878  -6.28644
H  -0.39636  5.14249  -5.89601
H  -1.04470  5.27560  -7.46295
H  0.68117  5.08035  -7.19038
C  -5.19876  3.02342  -0.28427
O  -5.51833  1.80129  -0.78353
C  -4.51271  0.97232  -1.09403
O  -3.34522  1.10531  -0.79655
O  -5.01674  -0.03287  -1.79501
C  -4.19050  -0.96524  -2.42263
H  -4.71119  2.95149  0.68794
H  -6.11646  3.59421  -0.14241
H  -4.56013  3.50406  -1.02539
H  -4.74225  -1.83979  -2.76734
H  -3.41024  -1.34132  -1.76093
H  -3.72516  -0.50225  -3.29281
C  3.51656  6.12671  0.43185
O  2.90604  4.94233  0.94520
C  2.13032  4.09813  0.21866
O  1.87700  4.26568  -0.96436
O  1.54288  3.13439  1.00963
C  2.11661  2.67125  2.21661
H  4.21718  5.91235  -0.37518
H  4.14092  6.49311  1.24672
H  2.71396  6.77478  0.07982
H  1.97914  1.59855  2.35270
H  1.70217  3.20859  3.06960
H  3.20067  2.77787  2.25630
C  -3.09734  -1.48122  5.47132
O  -2.60138  -2.45644  6.41594
C  -3.44330  -3.17979  7.15569
O  -4.67688  -3.15883  7.16251
O  -2.71629  -4.07147  7.75890
C  -3.31899  -5.06961  8.59654
H  -3.92396  -0.83107  5.75785
H  -3.36846  -1.99939  4.55148
H  -2.23858  -0.93145  5.08611
H  -3.70572  -5.80802  7.89421
H  -4.25710  -4.65246  8.96265
H  -2.67614  -5.62401  9.28028
C  -1.28693  -6.77259  6.59044
O  -0.33457  -5.96141  7.36049
C  0.33679  -4.87074  6.81586
O  0.91068  -4.07544  7.50951
O  0.02227  -4.69163  5.51628
C  0.30796  -3.46798  4.87993
H  -1.89943  -6.33795  5.80050
H  -1.91705  -7.29695  7.30883
H  -0.89821  -7.67210  6.11307
H  -0.00456  -2.53966  5.35811
H  -0.12823  -3.58805  3.88825
H  1.35824  -3.33325  4.62135
C  -3.17053  -4.84038  3.34279
O  -2.75286  -5.85601  2.42112
C  -2.39387  -5.60383  1.06724
O  -2.14029  -6.54015  0.27164
O  -2.35947  -4.21973  0.80131
C  -2.13533  -3.65812  -0.48039
H  -2.55929  -3.94034  3.27640
H  -3.06137  -5.28399  4.33244
H  -4.21407  -4.52851  3.38592
H  -1.14159  -3.21471  -0.54340
H  -2.96647  -2.97639  -0.66080
H  -2.12706  -4.50718  -1.16385
C  -3.97431  3.02599  -9.55529
O  -4.15831  2.01874  -8.59631
C  -3.22515  1.02508  -8.45248
O  -2.23579  0.81500  -9.19029
O  -3.40897  0.45289  -7.29653
C  -2.40020  -0.47750  -6.85762
H  -4.57337  3.91926  -9.37839
H  -4.12957  2.72754  -10.59207
H  -2.97247  3.45317  -9.51127
H  -2.96077  -1.29876  -6.41109
H  -1.83800  -0.14552  -5.98480
H  -1.73714  -0.92657  -7.59708
C  8.20943  -3.71389  -0.97675
O  6.91894  -3.29510  -0.53870
C  5.85322  -4.12905  -0.49920
O  5.82018  -5.27883  -0.94826
O  5.00988  -3.45853  0.20863
C  3.80272  -4.11365  0.58000
H  8.86901  -2.93732  -0.58944
H  8.48809  -3.65475  -2.02887
H  8.60776  -4.60970  -0.50036
H  3.98732  -5.15230  0.85426
H  3.02464  -4.04074  -0.17986
H  3.35912  -3.66814  1.47042
C  -0.13810  7.40382  -4.55581
O  -1.02222  6.70581  -3.72848
C  -0.61755  5.63502  -3.04686
O  0.38117  4.93903  -3.31969
O  -1.59279  5.39310  -2.08241
C  -1.48167  4.25136  -1.30442
H  0.56412  6.75915  -5.08437
H  0.26633  8.28337  -4.05488
H  -0.83417  7.81577  -5.28648
H  -2.18790  4.16142  -0.47902
H  -0.45520  4.16500  -0.94804
H  -1.64930  3.34697  -1.88928
C  -0.59567  6.63700  3.33743
O  -0.71078  5.23306  3.63140
C  -1.42348  4.32580  2.88481
O  -2.15521  4.60888  1.96112
O  -1.30876  3.09245  3.34628
C  -1.57631  1.98247  2.50991
H  -0.52025  6.90136  2.28267
H  0.38049  6.92668  3.72639
H  -1.35504  7.25995  3.81008
H  -2.60401  1.67595  2.70475
H  -0.87090  1.30537  2.99162
H  -1.38294  2.11737  1.44571

Computed properties:
Charge: +1
HOMO (spin up / spin down) in eV: -11.24 / -11.24
Multiplicity: 2
Maximum force in eV Å⁻¹: 6.5
Calculated total energy in eV: -149434.947

# 2
ORCA calculation (ωB97M-V with the def2-TZVPD basis set) on a cluster of 4 separate species, C41H68BrN7O9P2S2 in total at a distorted geometry.

Cartesian coordinates (Å):
C  4.23312  -0.32248  0.46483
C  2.88804  0.32395  0.13509
C  2.87058  1.82388  0.44794
C  1.54031  2.47512  0.13750
N  1.27464  2.74793  -1.29761
C  -0.02384  3.43509  -1.40862
C  -0.59434  3.44141  -2.81720
C  -2.04585  3.94474  -2.84520
C  -2.94362  3.07129  -3.76698
C  -3.84666  2.24485  -2.92778
C  -3.58730  1.06037  -2.32277
N  -2.33957  0.39891  -2.46017
C  -1.59513  0.31204  -1.22226
C  -0.23952  -0.31589  -1.30752
O  -2.04527  0.78117  -0.21201
C  -2.44675  -0.85213  -3.20018
C  -2.55291  -0.69994  -4.69006
O  -2.42382  -1.91948  -2.65827
N  -4.69900  0.65930  -1.58371
C  -4.64187  -0.56532  -0.76699
O  -5.88789  -0.87858  -0.23008
C  -5.89822  -2.10259  0.42367
C  -7.11014  -2.76239  0.55184
C  -7.16434  -4.00056  1.16766
C  -6.01979  -4.60497  1.66754
C  -4.81196  -3.92991  1.57572
C  -4.75823  -2.68772  0.95660
C  -5.67031  1.57043  -1.76425
P  -7.37442  1.56663  -1.06704
C  -8.03443  3.27621  -1.14324
C  -8.40071  0.69833  -2.33427
C  -8.14352  -0.80007  -2.44230
N  -5.14501  2.51171  -2.57182
O  -5.80416  3.63614  -2.97054
C  2.25914  3.61409  -1.87703
S  2.92185  4.90127  -1.16171
S  2.74420  3.19072  -3.51644
C  2.58935  1.38897  -3.58691
C  1.66805  0.90452  -4.70717
C  1.78686  -0.62189  -4.86977
H  5.07863  0.31214  0.19687
H  4.35066  -1.23946  -0.12413
H  4.30385  -0.58978  1.51470
H  2.12456  -0.12495  0.77886
H  2.66300  0.13928  -0.92070
H  3.01569  1.89550  1.55081
H  3.72277  2.28653  -0.05631
H  1.41779  3.37343  0.75185
H  0.76964  1.78185  0.48783
H  -0.71544  2.96011  -0.71013
H  0.06164  4.48338  -1.09047
H  0.00272  4.11202  -3.43301
H  -0.52239  2.45143  -3.26906
H  -2.07332  4.96445  -3.22708
H  -2.46297  3.99238  -1.83789
H  -2.28856  2.36465  -4.26988
H  -3.51232  3.67777  -4.46714
H  0.32809  0.19110  -2.09092
H  -0.29962  -1.37191  -1.55944
H  0.26159  -0.20048  -0.35274
H  -1.54767  -0.79069  -5.10416
H  -3.22991  -1.43872  -5.10365
H  -2.87797  0.31087  -4.93199
H  -3.93105  -0.36076  0.02831
H  -4.29976  -1.38309  -1.40038
H  -8.03729  -2.34618  0.18956
H  -8.11145  -4.51274  1.26657
H  -6.02788  -5.57552  2.14266
H  -3.89510  -4.36189  1.95286
H  -3.79466  -2.19973  0.90987
H  -8.22553  3.54467  -2.18342
H  -8.98008  3.30521  -0.61110
H  -7.31292  3.99712  -0.76999
H  -9.44523  0.93401  -2.13399
H  -8.16854  1.16132  -3.30075
H  -7.09242  -0.98321  -2.65952
H  -8.77015  -1.23486  -3.21705
H  -8.36673  -1.27378  -1.49261
H  -5.93842  3.56715  -3.92747
H  2.21338  1.01518  -2.64102
H  3.59030  1.00693  -3.78684
H  0.63674  1.16255  -4.46237
H  1.96039  1.36470  -5.65092
H  0.86089  -1.02424  -5.28279
H  2.60959  -0.85144  -5.54267
H  1.95107  -1.11194  -3.90959
C  -3.56330  -7.66498  0.46918
C  -3.40870  -8.58414  -0.49425
C  -2.10446  -8.75480  -1.23325
O  -2.05152  -9.62698  -2.08032
C  -1.00226  -7.87624  -0.89893
C  -1.15699  -6.95449  0.06284
C  -2.45375  -6.80236  0.81789
O  -2.50368  -5.94917  1.68688
O  -0.19517  -6.11746  0.42008
O  -4.37394  -9.40832  -0.87212
H  -4.49305  -7.53649  1.00477
H  -0.07716  -7.99556  -1.44463
H  -0.55989  -5.56168  1.13537
H  -3.99049  -9.96526  -1.57839
O  6.32760  1.10595  3.22213
P  7.22472  1.48853  4.34731
N  6.47368  0.76682  5.69253
C  6.77652  1.08847  7.06981
C  6.20645  -0.65832  5.56187
N  6.93920  3.19670  4.38893
C  6.05990  3.77154  5.39618
C  6.68249  3.78188  3.07939
N  8.81882  1.64817  5.04531
C  9.62975  2.82905  4.72323
C  9.63034  0.45029  4.73769
H  7.70879  0.62399  7.42673
H  5.95976  0.72781  7.70015
H  6.85129  2.15694  7.23908
H  7.09121  -1.27012  5.80481
H  5.89060  -0.89574  4.54785
H  5.39402  -0.95043  6.22991
H  5.09965  3.24692  5.46833
H  5.86300  4.81800  5.15346
H  6.54291  3.78916  6.37653
H  5.64390  3.64080  2.75805
H  7.32939  3.33927  2.32089
H  6.90014  4.85488  3.11042
H  9.72562  3.00597  3.64743
H  10.63234  2.68764  5.13650
H  9.21950  3.71814  5.19030
H  9.88204  0.38295  3.67327
H  9.08716  -0.45721  5.01196
H  10.55624  0.45961  5.31419
Br  3.26422  1.15479  3.58254

Computed properties:
HOMO in eV: -5.23
Multiplicity: 1
Maximum force in eV Å⁻¹: 5.5
Calculated total energy in eV: -182763.836

# 3
ORCA calculation (ωB97M-V with the def2-TZVPD basis set) on a structure of composition C41H68N4O2SbSn.

Cartesian coordinates (Å):
Sn  -1.57987  0.37912  -0.43237
C  5.98107  2.28927  -0.08258
C  5.27873  1.86180  -1.38262
C  5.65940  2.83135  -2.51451
C  5.76526  0.46321  -1.76169
C  3.77001  1.90167  -1.17250
C  2.98572  0.80520  -1.25021
C  1.57458  0.88501  -1.00702
N  0.69393  -0.11370  -1.10268
C  0.84903  -1.35023  -1.59350
C  1.90363  -1.82104  -2.43884
C  1.99055  -3.13081  -2.76944
C  1.00574  -4.02302  -2.22721
C  -0.08759  -3.65458  -1.49835
C  -0.23885  -2.24839  -1.23188
O  -1.27555  -1.77055  -0.67148
C  -1.07619  -4.75231  -1.05170
C  -1.70152  -5.39358  -2.30111
C  -2.22260  -4.27738  -0.14975
C  -0.29643  -5.81975  -0.26264
C  3.05972  -3.69179  -3.70119
C  4.02699  -2.60521  -4.17200
C  3.86893  -4.76955  -2.96097
C  2.37955  -4.31465  -4.93288
C  1.00684  2.14304  -0.52363
O  -0.20313  2.17837  -0.16082
C  1.85024  3.32417  -0.49621
C  3.15503  3.16179  -0.83921
C  1.28710  4.68197  -0.06439
C  0.11750  5.09526  -0.97594
C  2.34777  5.78479  -0.14953
C  0.82444  4.60611  1.39965
H  7.06503  2.27113  -0.22065
H  5.72752  1.61054  0.73642
H  5.70078  3.30300  0.21588
H  6.73628  2.78257  -2.69298
H  5.41349  3.86778  -2.27100
H  5.14636  2.56777  -3.44343
H  6.84640  0.48438  -1.91107
H  5.30691  0.12092  -2.69485
H  5.55471  -0.26835  -0.97532
H  3.43306  -0.15599  -1.42688
H  2.57853  -1.10707  -2.87890
H  1.12232  -5.07692  -2.45305
H  -2.24427  -4.64849  -2.88872
H  -2.40579  -6.17663  -2.00692
H  -0.94494  -5.84780  -2.94577
H  -2.87021  -3.55631  -0.64548
H  -1.85238  -3.82374  0.77302
H  -2.82271  -5.15056  0.11883
H  0.45528  -6.32549  -0.87244
H  -0.98734  -6.58240  0.10560
H  0.20942  -5.37293  0.59809
H  4.54645  -2.13848  -3.32923
H  3.51362  -1.82769  -4.74564
H  4.78345  -3.05058  -4.82164
H  4.34782  -4.35350  -2.06990
H  4.64965  -5.16125  -3.61800
H  3.24713  -5.61263  -2.65046
H  1.80037  -3.56392  -5.47715
H  1.70524  -5.12987  -4.65800
H  3.13555  -4.72139  -5.61016
H  3.79906  4.02988  -0.81987
H  0.45953  5.19831  -2.00938
H  -0.27546  6.06348  -0.65276
H  -0.69468  4.36971  -0.95187
H  2.71136  5.92097  -1.17176
H  3.20103  5.58532  0.50483
H  1.90151  6.72831  0.16975
H  0.05055  3.85185  1.53116
H  0.42760  5.57772  1.71028
H  1.66723  4.35949  2.05356
C  -1.34650  2.99492  4.49887
C  -2.26437  3.07404  3.30166
N  -1.95486  1.99533  2.35714
C  -1.21135  0.88335  2.64438
N  -0.88748  0.06562  1.65784
C  -0.11472  -1.14378  1.97094
C  0.78525  -0.91567  3.16708
C  -0.08637  -0.49907  4.33148
N  -0.90974  0.65125  3.94243
C  -1.36292  1.56484  4.99736
H  -1.68312  3.67845  5.27722
H  -0.32716  3.26723  4.21332
H  -2.15469  4.02477  2.78373
H  -3.30452  2.98900  3.62611
H  -1.88765  2.28676  1.39737
H  0.47842  -1.41800  1.10382
H  -0.79655  -1.97758  2.17408
H  1.49978  -0.11826  2.94043
H  1.34349  -1.81873  3.41118
H  0.51684  -0.19950  5.18655
H  -0.72211  -1.33091  4.64730
H  -0.69548  1.43989  5.84622
H  -2.37001  1.29349  5.32780
C  -5.14304  -0.55358  4.04344
C  -5.78301  0.28396  2.92960
Sb  -4.65509  0.18598  1.09128
C  -5.38352  2.02769  0.22898
C  -4.44831  3.21896  0.47227
C  -5.90510  -1.11097  -0.09834
C  -7.40427  -0.82051  -0.01380
H  -5.68517  -0.44296  4.98620
H  -4.10411  -0.25553  4.22131
H  -5.13837  -1.61649  3.79183
H  -5.81878  1.34230  3.20080
H  -6.80678  -0.03701  2.72803
H  -6.37038  2.22272  0.65158
H  -5.51368  1.84609  -0.84013
H  -4.37255  3.45565  1.53796
H  -4.80583  4.11766  -0.03565
H  -3.43945  3.02493  0.09665
H  -5.68363  -2.14078  0.18791
H  -5.53930  -0.98036  -1.12058
H  -7.80171  -1.03971  0.97892
H  -7.95768  -1.43640  -0.72694
H  -7.62992  0.22418  -0.24062

Computed properties:
Charge: +1
HOMO in eV: -9.87
Multiplicity: 1
Maximum force in eV Å⁻¹: 0.6
Calculated total energy in eV: -66041.863

We obtain molecular weight values of 1565.14, 1009.02, 889.49 g mol⁻¹ for the records listed above, in that order.